Entry 1:
Below is an isolated molecule of C5H6ClNO in a non-equilibrium geometry, with properties calculated with the ωB97M-V functional and the def2-TZVPD basis.

Geometry (Å):
H1 -2.85170 0.48414 -0.17328
C1 -2.35473 0.64501 0.79140
C2 1.20415 -0.14914 0.27987
H2 2.70098 0.09728 -1.21388
C3 2.47789 -0.55847 -0.37123
H3 -2.84276 -0.01428 1.54624
H4 3.29331 -0.51948 0.32328
C4 -0.90481 0.35065 0.70665
C5 -0.10043 -0.06369 -0.30164
O1 -0.16672 0.50935 1.81408
Cl1 -0.52401 -0.40908 -1.92406
H5 2.41665 -1.59322 -0.76008
N1 1.16324 0.19453 1.53632
H6 -2.54961 1.71724 1.08961

Atoms 1-2, force components in eV/Å:
H 0.3 0.0 0.2
C -0.8 0.6 0.5

Values from the calculation:
- Strongest force on any atom: 1.20 eV/Å
- E_LUMO: 0.0285 Eh
- Structure (SMILES): Cc1noc(C)c1Cl
- Gap between HOMO and LUMO: 10.12 eV
- HOMO: -0.344 hartree
- Total energy: -21341.203 eV

These are the Mulliken partial charges, in e, on atoms 1 to 4:
1 H 0.299
2 C -1.055
3 C 0.595
4 H 0.290

---

Entry 2:
Below is a cluster of 8 separate species, C57H132N8O13 in total in a non-equilibrium geometry, with properties calculated with the ωB97M-V functional and the def2-TZVPD basis.

Geometry (Å):
H1 9.27868 -22.80593 -24.59277
H2 15.49477 -20.76976 -16.54165
H3 18.34020 -11.37713 -10.63709
H4 9.90954 -23.46729 -22.98603
C1 12.39042 -20.65111 -13.99440
H5 16.03567 -6.85501 -10.28995
H6 14.58379 -12.03615 -7.32343
C2 14.97136 -27.70047 -15.45813
O1 11.19381 -22.27870 -24.10688
H7 15.90781 -11.58617 -9.75570
H8 12.09707 -17.84274 -14.57887
H9 25.71875 -20.23012 -17.21063
C3 12.41959 -19.37020 -17.15778
H10 15.38732 -12.98889 -6.14884
H11 8.39932 -23.10891 -8.90030
H12 11.69268 -19.96592 -24.28924
H13 17.64068 -12.87096 -10.98640
H14 20.50607 -19.66041 -19.12648
C4 17.48284 -20.22752 -25.24210
C5 7.63034 -14.93735 -15.31240
O2 15.70503 -6.40589 -12.24892
C6 5.74179 -17.36431 -14.97543
N1 17.62887 -13.64305 -7.58066
H15 15.93812 -5.15746 -10.53313
H16 19.93018 -15.02132 -6.76792
H17 3.64566 -18.62218 -15.23559
H18 22.54014 -20.96919 -19.25728
O3 24.11846 -19.47695 -15.26927
C7 12.58633 -31.55739 -14.91883
C8 20.04685 -14.17981 -7.45081
C9 24.97810 -20.04551 -17.98876
C10 21.85958 -19.20518 -15.91224
H19 5.64425 -14.95997 -15.23138
H20 13.37867 -32.24997 -15.20278
C11 16.58686 -26.30691 -16.68209
H21 6.64488 -12.15801 -18.46255
H22 10.52558 -20.63175 -7.05731
C12 15.86008 -11.04640 -15.76874
C13 20.97294 -18.87233 -17.11488
C14 18.81241 -14.06474 -8.35958
H23 7.46448 -12.72051 -15.56979
H24 22.71873 -22.35690 -16.82538
H25 8.47377 -14.90048 -14.62293
H26 10.20757 -32.31191 -17.10253
C15 10.12426 -23.17932 -24.01513
O4 15.26889 -9.98240 -14.94144
C16 21.78022 -18.04864 -14.88713
C17 7.41718 -23.51212 -9.14714
H27 11.70822 -31.43884 -17.59832
H28 12.71860 -29.87550 -16.24963
H29 21.32238 -21.27908 -15.77829
H30 15.53412 -11.06434 -16.80872
H31 20.99109 -14.31936 -7.97715
H32 24.19632 -22.55421 -17.73116
C18 12.01382 -20.16801 -23.26742
H33 14.80843 -30.04480 -14.14960
H34 8.52490 -20.66240 -10.05233
C19 16.39265 -13.03434 -8.14600
H35 17.38925 -6.11442 -11.04294
C20 13.63779 -6.44887 -13.59454
C21 7.44136 -13.64455 -16.14747
H36 13.61793 -21.81625 -12.52107
H37 12.06445 -21.68610 -11.97043
H38 5.79172 -11.59324 -16.98296
C22 13.42406 -8.66901 -14.15966
H39 14.01125 -5.49559 -13.96853
H40 10.54181 -20.19741 -8.65812
O5 12.77027 -22.16268 -15.91815
H41 7.79714 -15.76574 -16.00090
H42 16.00148 -14.86217 -9.37455
N2 14.03417 -7.43856 -14.51041
H43 6.20756 -21.11370 -8.19373
C23 15.72572 -19.65930 -23.59304
H44 14.77061 -13.54864 -9.50762
C24 14.67127 -20.41986 -17.16416
C25 13.49246 -19.87214 -16.22512
H45 20.85083 -17.92658 -14.33086
H46 25.25745 -20.66440 -18.84143
H47 13.89744 -19.43956 -12.79891
C26 6.15239 -16.32679 -13.94336
H48 19.49394 -15.69601 -9.75041
H49 6.97079 -16.71825 -13.33915
N3 13.44040 -20.49485 -23.30980
H50 16.89296 -10.69996 -15.73386
H51 12.33432 -8.65947 -14.18123
H52 5.00488 -19.67947 -15.64786
H53 6.47332 -25.23035 -10.24029
H54 9.81649 -19.01814 -7.58878
C27 16.30084 -6.07265 -11.00107
O6 11.24181 -31.66207 -15.52684
H55 14.01784 -18.58011 -22.76301
H56 13.87509 -7.39201 -11.70224
H57 13.80842 -9.04678 -13.21221
H58 7.87273 -19.37886 -9.01852
H59 12.19964 -22.73368 -13.26159
C28 21.10813 -19.93080 -18.25899
H60 9.51439 -25.40623 -12.41258
H61 14.96543 -29.20445 -16.97066
O7 5.27066 -18.46219 -14.19721
H62 19.92162 -18.81874 -16.83209
H63 15.54908 -27.42133 -14.57699
C29 17.95997 -12.26765 -10.13659
H64 17.70164 -20.03142 -26.29176
C30 23.55836 -20.35545 -17.42453
H65 13.58361 -21.28751 -23.91912
H66 4.95135 -16.92609 -15.58475
C31 7.99521 -20.45699 -9.12211
H67 17.92210 -15.22246 -10.09567
C32 14.21114 -19.28782 -23.56916
H68 12.68150 -29.50978 -14.53791
C33 8.57703 -25.57112 -11.88128
H69 10.46548 -19.51521 -14.16115
H70 15.02383 -19.59063 -17.77749
H71 10.20358 -21.16558 -22.79041
H72 15.89305 -12.02406 -15.28791
H73 24.51485 -18.60603 -15.34650
N4 13.16549 -20.97531 -15.25993
N5 14.60950 -30.20194 -15.12727
O8 8.81034 -20.87867 -8.01046
H74 14.80140 -14.58770 -8.13260
H75 11.92870 -20.16888 -17.71387
H76 12.27102 -18.98641 -12.62784
H77 17.33343 -27.06882 -16.45794
H78 12.57437 -6.21466 -13.64350
H79 16.05113 -20.42559 -22.88947
H80 21.68033 -20.57084 -14.18445
H81 13.91598 -27.70015 -15.18561
C34 12.96816 -19.38325 -13.36583
C35 9.91189 -20.08781 -7.77535
C36 13.13928 -30.15849 -15.28472
C37 18.58011 -15.38763 -9.24254
O9 17.26423 -14.52273 -6.54941
C38 4.39820 -19.29671 -14.82718
H82 16.81891 -25.86232 -17.64986
H83 5.33111 -16.13128 -13.25387
H84 13.63294 -9.45950 -16.16081
H85 17.76545 -14.14730 -5.82180
C39 6.61938 -21.09694 -9.20279
H86 19.83962 -13.33176 -10.14840
H87 3.90657 -20.11778 -14.30539
H88 10.44315 -24.08234 -24.53567
H89 14.28155 -21.19779 -17.82070
H90 4.97597 -12.59522 -18.07539
H91 12.41728 -31.53196 -13.84231
H92 20.65051 -20.89756 -18.04903
H93 7.75680 -25.72472 -9.26819
H94 11.57112 -18.84662 -16.71725
C40 21.25195 -20.37861 -15.16814
C41 15.45264 -14.08272 -8.84602
H95 5.91920 -20.50109 -9.78831
H96 16.21920 -18.70542 -23.40676
H97 13.57865 -22.67313 -16.00506
N6 6.61480 -22.41995 -9.80235
C42 16.78894 -11.90408 -9.19835
H98 12.78407 -18.63318 -17.87336
N7 23.25353 -19.39567 -16.32581
H99 14.08031 -18.74427 -24.50486
C43 15.30456 -29.14918 -15.93623
H100 18.09179 -19.46563 -24.75547
O10 15.17227 -26.77398 -16.58941
H101 8.28442 -13.49873 -16.82281
H102 17.07121 -11.05735 -8.57267
O11 6.34414 -13.64872 -17.04479
H103 17.89504 -21.18354 -24.91925
H104 16.39101 -29.23247 -15.90780
C44 19.17757 -12.90170 -9.39684
H105 8.64475 -26.60590 -11.54552
H106 24.25264 -21.93473 -16.15540
N8 6.38309 -15.02524 -14.54584
H107 6.46313 -17.69444 -15.72293
H108 16.11094 -11.43209 -6.72970
H109 25.00473 -18.99379 -18.27386
H110 21.23872 -17.89308 -17.51301
C45 23.66322 -21.87095 -17.07007
C46 7.46017 -24.89995 -9.91615
H111 14.97531 -18.93506 -14.96059
H112 14.27339 -17.90412 -16.13729
H113 20.05534 -13.24167 -6.89592
H114 18.18052 -16.20723 -8.64531
H115 10.26968 -21.09198 -13.50064
H116 22.44846 -18.24542 -14.04880
C47 14.27487 -6.51500 -12.21129
O12 8.42502 -24.60669 -10.91911
H117 21.98779 -17.07035 -15.32067
C48 22.63242 -20.08137 -18.63170
H118 10.53663 -20.87250 -15.22364
H119 15.01523 -7.57994 -14.31642
C49 5.96816 -12.43399 -17.65386
H120 11.76546 -19.32675 -22.62036
H121 11.61438 -22.10990 -22.19179
H122 7.84128 -25.50445 -12.68273
H123 13.66739 -17.37868 -13.89669
H124 20.20632 -20.24298 -14.89188
H125 11.73091 -33.06079 -16.88442
H126 13.40925 -10.73806 -14.95297
C50 14.02204 -18.69646 -15.43223
C51 10.84845 -20.53296 -14.23592
H127 6.92792 -22.25091 -10.74758
C52 11.25367 -21.41209 -22.94747
O13 16.11815 -20.05685 -24.93634
H128 16.68197 -25.52051 -15.93334
C53 13.09448 -18.20134 -14.32461
H129 23.06713 -19.25905 -19.19992
H130 6.96942 -23.65690 -8.16396
C54 12.60177 -21.78209 -12.91393
C55 13.87586 -9.77193 -15.14520
H131 19.82966 -12.16449 -8.92844
C56 15.58017 -12.34327 -7.00562
H132 13.89902 -5.64188 -11.67792
C57 11.24444 -32.08585 -16.85376

Atoms 1-2, force components in eV/Å:
H -0.5 0.2 0.5
H 0.0 -0.2 -0.1

Values from the calculation:
- Strongest force on any atom: 3.22 eV/Å
- E_LUMO: 0.0064 Eh
- Structure (SMILES): CC1(C)CCCC(C)(C)N1O.CC1(C)CCCC(C)(C)N1O.CC1(C)CCCC(C)(C)N1O.COCCNCCOC.COCCNCCOC.COCCNCCOC.COCCNCCOC.COCCNCCOC
- Gap between HOMO and LUMO: 8.37 eV
- HOMO: -0.301 hartree
- Total energy: -99771.731 eV

These are the Mulliken partial charges, in e, on atoms 1 to 4:
1 H 0.256
2 H 0.432
3 H 0.421
4 H 0.366

---

Entry 3:
Below is an isolated molecule of C5H11NO in a non-equilibrium geometry, with properties calculated with the ωB97M-V functional and the def2-TZVPD basis.

Geometry (Å):
H1 -0.07249 -1.57284 -1.69956
C1 -0.02863 0.55556 0.46596
C2 -2.22400 1.15828 1.24847
H2 2.81505 -1.17442 -0.41554
H3 -0.27007 0.07084 -2.31815
C3 1.90366 -1.07289 0.18762
H4 1.45942 -2.07283 0.28421
H5 -1.70462 2.10777 1.40281
O1 0.46227 1.47114 1.14715
H6 -1.70634 -0.50893 0.00446
H7 2.20046 -0.72155 1.17858
N1 -1.34421 0.29753 0.48506
C4 0.98074 -0.04059 -0.46491
H8 1.47013 1.01216 -0.12800
C5 0.44278 -0.59362 -1.81850
H9 -3.14750 1.32910 0.69190
H10 -2.45689 0.73052 2.22790
H11 1.25619 -0.79323 -2.52532

Atoms 1-2, force components in eV/Å:
H 0.3 0.5 0.3
C -0.2 0.5 0.8

Values from the calculation:
- Strongest force on any atom: 3.76 eV/Å
- E_LUMO: 0.0315 Eh
- Structure (SMILES): CNC(=O)C(C)C
- Gap between HOMO and LUMO: 10.29 eV
- HOMO: -0.347 hartree
- Total energy: -8900.117 eV

These are the Mulliken partial charges, in e, on atoms 1 to 4:
1 H 0.328
2 C 0.350
3 C -0.853
4 H 0.304